# 1
100
Properties=species:S:1:pos:R:3:forces:R:3 method="wB97M-V/def2-TZVPD" e_tot_ev=-76259.07572 relative_energy_kj_mol=0.00 charge=+3 molar_mass_g_mol=616.7 max_force_ev_per_a=0.942 orbital_gap_ev=7.78
Ti 0.532 -0.535 1.577 -0.841 -0.383 -0.180
C 1.964 -0.974 3.443 0.176 0.113 0.212
C 2.538 -0.027 2.556 0.284 0.213 0.073
C 1.686 1.118 2.514 0.483 0.600 0.045
C 0.621 0.901 3.418 0.062 0.100 0.231
C 0.800 -0.390 3.996 0.022 0.092 0.058
C 0.055 -0.860 5.201 -0.098 -0.080 -0.083
C -0.382 1.894 3.908 -0.094 0.008 -0.215
C 2.058 2.410 1.842 -0.093 -0.046 0.029
C 3.963 -0.007 2.092 -0.071 -0.066 -0.122
C 2.596 -2.250 3.892 -0.058 -0.102 -0.093
H 0.445 -0.298 6.055 -0.035 -0.007 0.004
H 0.211 -1.915 5.422 0.020 0.029 0.002
H -1.015 -0.655 5.148 0.011 -0.003 -0.013
H -0.274 2.861 3.421 -0.007 -0.058 0.027
H -0.216 2.037 4.977 -0.022 0.029 0.030
H -1.414 1.560 3.787 -0.010 -0.031 0.024
H 2.894 2.861 2.380 -0.017 0.011 0.002
H 1.236 3.122 1.852 -0.026 -0.002 -0.008
H 2.378 2.268 0.810 0.023 -0.023 -0.027
H 4.544 0.476 2.882 0.036 0.027 -0.001
H 4.107 0.580 1.186 -0.010 0.002 -0.006
H 4.383 -0.998 1.943 0.011 0.001 0.041
H 3.052 -2.093 4.873 0.019 -0.014 0.003
H 3.382 -2.576 3.213 -0.016 -0.008 -0.006
H 1.877 -3.064 4.001 0.004 0.012 0.014
O -1.259 -1.316 2.227 -0.005 -0.476 0.263
C -1.302 -2.617 2.972 -0.056 0.168 -0.202
C -1.413 -3.793 2.034 -0.030 -0.017 -0.076
C -0.618 -3.650 0.738 0.139 -0.013 0.111
C 0.886 -3.473 0.780 -0.050 0.322 -0.140
C 1.728 -4.566 0.708 0.050 -0.137 -0.040
C 3.076 -4.396 0.429 0.047 -0.063 0.004
C 3.554 -3.121 0.148 0.047 -0.204 -0.162
C 2.686 -2.068 0.272 -0.181 -0.017 0.163
N 1.399 -2.213 0.661 0.247 -0.580 0.001
H -2.095 -1.187 1.755 0.096 0.052 -0.083
H -2.132 -2.558 3.668 -0.060 0.044 0.081
H -0.376 -2.638 3.530 0.150 0.061 -0.011
H -2.456 -3.969 1.763 0.005 0.003 0.013
H -1.090 -4.672 2.595 -0.034 -0.043 0.002
H -1.016 -2.825 0.151 -0.054 0.045 -0.068
H -0.800 -4.546 0.146 -0.003 -0.026 -0.019
H 1.309 -5.560 0.808 0.029 0.023 0.002
H 3.734 -5.255 0.373 -0.020 0.014 -0.004
H 4.573 -2.953 -0.174 -0.030 -0.013 0.025
H 3.010 -1.061 0.055 0.015 0.063 0.054
O -0.073 0.255 0.066 -0.376 0.551 -0.234
P -0.675 1.095 -1.201 0.301 -0.195 0.443
C -0.722 2.802 -0.645 -0.140 0.167 0.120
C -1.092 3.817 -1.761 -0.054 -0.015 0.031
C -2.588 4.126 -1.864 0.053 -0.001 0.081
C -3.170 4.520 -0.510 0.061 -0.016 0.020
C -2.988 3.386 0.495 0.056 0.038 -0.126
C -1.507 3.042 0.669 -0.057 0.070 -0.216
C -2.291 0.429 -1.622 -0.117 -0.273 -0.062
C -2.442 -1.091 -1.383 -0.074 0.088 -0.142
C -3.695 -1.588 -2.103 0.042 0.056 -0.060
C -3.504 -1.508 -3.629 0.011 0.062 0.050
C -2.565 -0.360 -4.038 -0.020 -0.034 0.072
C -2.689 0.825 -3.083 0.040 -0.113 0.032
C 0.527 0.901 -2.517 0.296 -0.105 -0.183
C 1.785 1.777 -2.325 -0.025 -0.145 -0.091
C 2.706 1.639 -3.540 -0.041 -0.069 -0.010
C 3.094 0.184 -3.789 -0.056 0.015 -0.002
C 1.854 -0.693 -3.951 0.019 0.109 0.017
C 0.934 -0.574 -2.736 0.004 0.117 -0.083
H 0.340 2.938 -0.417 0.048 0.059 0.024
H -0.693 3.500 -2.729 -0.004 0.015 0.023
H -0.570 4.743 -1.513 0.021 0.014 0.003
H -3.142 3.270 -2.258 0.014 0.017 0.009
H -2.716 4.936 -2.583 -0.016 -0.024 -0.015
H -4.228 4.764 -0.608 0.015 0.011 -0.013
H -2.669 5.422 -0.142 -0.046 -0.045 -0.009
H -3.562 2.516 0.158 0.007 0.013 0.034
H -3.397 3.665 1.466 -0.002 -0.004 0.020
H -1.387 2.198 1.351 0.050 -0.110 0.064
H -1.027 3.897 1.154 0.022 0.007 0.023
H -2.969 0.931 -0.930 -0.036 0.071 0.012
H -2.519 -1.281 -0.310 -0.008 -0.005 0.082
H -1.575 -1.648 -1.748 0.017 0.023 0.031
H -4.548 -0.978 -1.789 0.031 -0.020 -0.002
H -3.920 -2.611 -1.804 -0.021 -0.007 0.008
H -4.475 -1.374 -4.104 -0.006 -0.012 0.000
H -3.107 -2.452 -4.003 0.008 -0.012 -0.015
H -2.804 -0.028 -5.046 0.021 0.005 -0.041
H -1.526 -0.706 -4.073 -0.091 0.037 -0.010
H -3.723 1.170 -3.067 -0.029 -0.016 0.027
H -2.105 1.672 -3.448 -0.015 0.030 0.014
H 0.002 1.239 -3.418 0.022 0.050 -0.031
H 2.322 1.439 -1.427 -0.035 0.009 0.021
H 1.528 2.825 -2.179 -0.020 0.025 -0.013
H 3.590 2.261 -3.398 -0.009 -0.016 0.006
H 2.184 2.031 -4.419 0.034 0.015 0.013
H 3.694 -0.183 -2.945 -0.002 0.003 -0.033
H 3.724 0.111 -4.675 0.001 0.001 0.030
H 2.132 -1.737 -4.098 0.000 0.002 0.006
H 1.303 -0.385 -4.846 0.022 -0.028 -0.001
H 1.466 -0.923 -1.850 0.022 -0.048 0.114
H 0.063 -1.215 -2.866 0.011 0.014 0.007

# 2
141
Properties=species:S:1:pos:R:3:forces:R:3 method="wB97M-V/def2-TZVPD" e_tot_ev=-192232.38529 molar_mass_g_mol=1334.3 max_force_ev_per_a=8.725 orbital_gap_ev=1.68
C -0.130 1.611 5.861 -0.551 0.216 -0.619
C -0.552 0.283 5.011 0.755 1.015 0.381
C -1.740 0.715 3.994 0.885 0.087 3.574
N -1.642 0.113 2.626 -1.480 -0.050 -1.612
C -1.367 -1.377 2.505 1.731 -1.699 0.517
O -1.905 -2.158 3.592 -0.148 -0.286 -1.769
C -2.467 -3.415 3.178 -0.582 -0.660 2.240
C -2.971 0.428 1.925 -1.429 -0.311 -3.133
C -4.315 -0.274 2.382 -1.267 0.550 0.291
C -5.210 -0.758 1.104 0.754 -0.143 -0.185
N -5.475 -2.248 1.212 -0.284 1.084 -0.125
C -2.944 1.993 1.522 0.280 0.420 0.880
C -4.164 2.608 0.687 -0.689 0.140 0.482
C -5.371 3.147 1.649 0.864 0.550 -0.638
C -5.006 4.620 2.203 -0.860 0.068 0.326
C -6.170 5.700 1.883 1.097 0.846 0.161
C -5.988 6.909 2.960 -0.702 -0.368 -0.318
N -6.694 6.574 4.242 -0.032 -0.180 -0.833
C -1.434 2.046 0.973 -1.213 0.278 2.586
S -1.038 2.500 -0.767 8.291 2.660 0.557
O 0.307 1.830 -1.063 -4.344 0.183 0.658
O -0.731 3.980 -0.798 -2.892 -3.331 -0.050
C -2.214 1.876 -2.041 -1.315 -3.701 -1.448
F -1.436 1.242 -3.072 -1.692 2.108 2.362
F -2.953 0.785 -1.455 1.996 2.577 -0.924
C -3.252 2.874 -2.701 -3.450 0.459 -0.395
F -3.310 4.187 -2.195 0.787 -2.806 -0.712
F -4.562 2.316 -2.485 3.618 1.312 -0.494
C -3.137 3.014 -4.312 -3.385 -0.434 -1.248
F -4.205 3.905 -4.667 2.880 -1.942 0.956
F -3.433 1.806 -4.985 1.576 3.121 1.892
C -1.797 3.737 -4.826 -0.325 3.533 0.291
F -1.068 2.824 -5.721 -1.460 1.578 1.872
F -0.910 4.152 -3.824 -2.137 -1.634 -2.757
F -2.136 4.900 -5.572 1.537 -3.772 1.798
C -0.673 0.738 1.618 2.041 3.320 -2.131
C 0.698 1.377 2.128 1.523 -0.713 0.890
C 1.937 0.313 2.207 0.434 1.135 -0.679
C 3.152 0.874 1.274 -0.253 -0.697 0.220
C 4.467 0.036 1.661 -0.648 0.138 0.008
O 4.889 -0.722 0.491 2.017 0.404 0.385
C 6.270 -1.125 0.622 3.282 -0.419 3.345
C 7.175 -1.455 -0.657 -1.009 0.164 -0.890
O 6.829 -1.197 1.747 -4.092 1.742 -4.054
H 0.870 1.478 6.396 -1.597 0.100 -0.578
H -0.989 1.889 6.584 1.572 -0.581 -0.934
H -0.033 2.528 5.162 0.014 -1.492 1.008
H -0.876 -0.486 5.791 0.285 0.832 -1.453
H 0.384 -0.109 4.456 -1.628 0.575 0.822
H -1.735 1.863 4.005 0.018 -1.850 -0.854
H -2.719 0.417 4.532 1.369 0.217 -1.521
H -0.222 -1.508 2.516 -1.707 0.344 0.092
H -1.731 -1.825 1.522 0.233 1.345 1.005
H -2.197 -4.179 4.008 -0.267 1.087 -1.377
H -3.623 -3.364 3.197 1.570 -0.048 -0.590
H -2.036 -3.848 2.203 0.368 2.894 2.443
H -2.778 -0.049 0.884 -0.333 0.724 1.526
H -4.953 0.474 2.989 1.119 -1.259 -0.870
H -4.217 -1.199 3.041 0.291 1.322 -0.796
H -6.200 -0.191 1.052 1.368 -0.962 0.184
H -4.673 -0.612 0.105 -0.548 0.443 1.367
H -6.067 -2.474 0.394 0.627 -0.266 0.642
H -4.584 -2.771 1.173 -0.635 0.556 -0.427
H -2.889 2.745 2.403 -0.288 -1.688 -0.954
H -4.659 1.896 -0.052 1.145 0.940 0.756
H -3.758 3.572 0.191 -0.676 -1.754 0.410
H -6.291 3.217 0.980 1.206 -0.088 0.903
H -5.615 2.431 2.502 0.396 0.903 -1.117
H -4.842 4.585 3.349 -0.308 0.039 -1.772
H -4.042 5.042 1.754 -1.193 -0.760 0.512
H -7.221 5.237 1.949 1.609 0.737 0.015
H -6.031 6.147 0.824 -0.224 -1.007 1.562
H -6.422 7.901 2.565 0.666 -1.610 0.549
H -4.885 7.081 3.201 -1.430 -0.253 -0.475
H -6.267 5.743 4.675 -0.326 0.525 -0.338
H -7.673 6.320 4.000 0.955 0.231 0.374
H -0.961 2.918 1.570 -0.601 -1.024 -1.819
H -0.370 0.083 0.726 -0.864 0.206 1.625
H 1.073 2.191 1.398 -1.118 -1.485 0.882
H 0.626 1.920 3.148 -0.308 -0.917 -1.591
H 1.672 -0.711 1.778 0.230 1.240 0.715
H 2.341 0.200 3.278 -0.767 0.105 -1.591
H 2.900 0.724 0.158 0.339 0.128 1.791
H 3.292 2.014 1.420 -0.156 -1.861 0.011
H 5.269 0.780 1.995 -0.910 -1.437 -0.328
H 4.215 -0.744 2.477 0.586 1.518 -1.011
H 6.849 -2.464 -1.107 0.451 1.561 0.740
H 8.276 -1.536 -0.379 -1.846 -0.063 0.344
H 7.075 -0.654 -1.478 -0.274 -1.082 1.184
F 8.481 -2.649 1.367 1.910 -1.516 0.476
Ca -2.487 -5.215 1.138 0.809 -3.614 -1.712
O 1.061 -5.899 0.143 -1.959 -0.006 0.972
H 1.936 -5.989 -0.226 0.345 0.474 -0.422
F -2.484 -8.974 5.834 0.092 -0.154 -1.961
Al -2.347 -9.438 4.129 0.304 -1.522 0.790
F -0.739 -10.112 3.822 -1.836 1.016 0.228
F -2.585 -7.994 3.111 0.053 0.148 0.072
F -3.585 -10.640 3.736 1.295 1.603 0.290
C 14.476 -2.422 5.372 0.062 0.060 -0.249
C 13.263 -3.010 6.069 0.185 0.187 0.172
N 12.195 -3.355 5.127 0.018 -0.495 0.182
C 11.498 -2.472 4.322 0.224 -0.389 0.211
C 10.573 -3.201 3.643 -0.048 -0.132 0.179
N 10.714 -4.506 4.059 0.399 0.144 0.196
C 11.707 -4.586 4.949 -0.258 0.534 -0.247
C 9.904 -5.637 3.619 -0.161 -0.300 -0.097
H 14.218 -1.509 4.831 0.036 -0.057 0.068
H 15.250 -2.176 6.101 -0.111 -0.041 -0.035
H 14.891 -3.131 4.651 -0.019 0.046 0.079
H 12.853 -2.300 6.792 0.002 -0.108 -0.062
H 13.549 -3.913 6.614 -0.202 0.038 -0.104
H 11.753 -1.427 4.338 -0.195 -0.013 -0.182
H 9.813 -2.955 2.910 -0.604 0.414 -0.779
H 12.044 -5.484 5.446 -0.033 0.156 -0.051
H 9.405 -6.074 4.486 0.025 0.022 -0.118
H 10.553 -6.380 3.153 -0.112 0.052 0.011
H 9.155 -5.304 2.900 0.171 0.201 0.056
O -6.908 2.882 -3.540 -0.411 0.244 0.513
H -6.047 2.793 -3.939 0.161 -0.162 -0.469
O -1.154 1.969 -8.524 0.645 0.185 0.579
H -0.203 1.831 -8.652 -1.140 -0.804 -2.940
H -1.228 2.352 -7.637 -3.258 -0.016 -1.229
O -3.574 -1.669 -4.174 0.314 0.102 0.544
Cl -4.083 -1.550 -5.533 -0.912 -0.186 -1.003
O -4.710 -2.791 -5.923 0.346 0.299 0.347
O -2.987 -1.257 -6.434 0.409 0.129 0.443
O -5.052 -0.478 -5.590 0.393 -0.095 0.293
Ca 0.465 2.291 -7.013 4.349 -0.299 2.295
B -3.555 0.493 -12.227 -0.274 -0.238 0.014
O -3.594 0.884 -10.808 0.045 -0.456 -0.125
C -3.948 -0.200 -10.109 0.174 1.919 2.394
O -4.070 -0.220 -8.910 0.117 -0.007 -0.815
C -4.153 -1.328 -11.024 -0.603 -2.683 -1.586
O -4.477 -2.447 -10.712 0.222 0.726 -0.024
O -3.924 -0.931 -12.280 0.082 0.380 0.684
O -4.486 1.310 -13.024 0.827 0.160 -0.315
C -3.763 1.936 -13.955 -2.999 0.942 -0.561
O -4.220 2.690 -14.779 0.478 -0.347 0.370
C -2.350 1.565 -13.812 2.971 -0.580 -0.041
O -1.437 1.959 -14.497 -0.527 -0.069 0.316
O -2.212 0.713 -12.795 -0.323 0.487 -0.370